Record 1
Here is a structure of composition C33H36BCl72FNO5PS at a distorted geometry from the OMol25 dataset. Energies are from ωB97M-V/def2-TZVPD.

```
151
C33H36BCl72FNO5PS, DFT ωB97M-V/def2-TZVPD
C 0.2575 -0.9461 7.1849
N -0.0422 0.3177 6.4470
C -1.1181 0.1579 5.4320
B 1.1628 0.9933 5.9278
O 2.1802 1.3234 6.9112
C 1.4777 1.3647 4.3725
C 2.1918 0.4677 3.4984
C 2.6944 -0.9999 4.0017
O 1.5610 -1.9253 4.0520
O 1.5501 -2.6409 2.8826
C 2.4955 0.9477 1.9819
O 3.5792 0.5918 1.4653
C 1.4144 1.8854 1.2789
F 1.2283 1.8093 -0.1493
C 0.7034 2.7875 2.1578
P -0.6059 3.9181 1.3660
S 0.1770 5.6322 0.8944
C 1.0638 2.7682 3.7010
O 1.0410 3.8176 4.3817
H -0.0844 -0.8035 8.2710
H 1.3969 -1.0910 7.2448
H -0.1849 -1.8840 6.7198
H -1.3875 1.1130 4.8701
H -2.0721 -0.1344 6.0144
H -0.9282 -0.7366 4.7253
H 2.9397 1.7039 6.4123
H 3.3929 -1.4381 3.2045
H 3.2225 -0.9155 5.0018
H 0.6408 -2.6201 2.5061
H -1.0323 3.2081 0.1779
H -1.7529 4.0056 2.2189
C -0.7133 -0.9998 -0.5582
Cl -0.7420 -2.1286 0.7940
Cl -1.7239 -1.5883 -1.8818
Cl -1.2385 0.6013 -0.0342
H 0.3112 -0.9242 -0.9165
C -2.7682 -5.7027 -1.9430
Cl -1.7022 -4.9438 -0.7538
Cl -4.4338 -5.7887 -1.3328
Cl -2.7149 -4.8190 -3.4727
H -2.4178 -6.7131 -2.1191
C -3.2388 -9.2790 -4.8271
Cl -2.4274 -8.9317 -3.2955
Cl -4.5515 -8.1276 -5.1266
Cl -2.0798 -9.2492 -6.1615
H -3.6675 -10.2769 -4.7657
C 5.8648 1.5660 4.9756
Cl 6.7567 0.3316 4.0769
Cl 6.4068 3.1895 4.5239
Cl 4.1193 1.3953 4.6945
H 6.0593 1.4231 6.0371
C -3.2740 6.2244 4.6540
Cl -1.6491 5.5565 4.4557
Cl -3.3393 7.8878 4.0532
Cl -4.4679 5.2154 3.8232
H -3.5132 6.2345 5.7151
C 9.0067 1.5485 0.5848
Cl 8.9119 2.3224 -1.0039
Cl 10.6932 1.2753 1.0444
Cl 8.1810 2.5287 1.8026
H 8.5074 0.5837 0.5252
C 10.5074 5.4843 -1.9793
Cl 11.3198 5.9238 -0.4709
Cl 9.1478 6.5728 -2.2931
Cl 11.6497 5.5071 -3.3305
H 10.1191 4.4738 -1.8767
C -5.1253 8.8557 0.8742
Cl -4.2252 7.6363 -0.0352
Cl -4.5594 10.4817 0.4662
Cl -6.8602 8.7025 0.5597
H -4.9526 8.6890 1.9351
C -3.2817 -5.7074 2.9533
Cl -3.1772 -7.3742 3.5364
Cl -1.7039 -4.9072 3.0685
Cl -3.8759 -5.6670 1.2873
H -3.9867 -5.1681 3.5826
C -4.7452 -3.5576 -6.4030
Cl -4.6443 -5.2302 -5.8351
Cl -3.1681 -2.7640 -6.2789
Cl -5.3407 -3.4999 -8.0680
H -5.4487 -3.0223 -5.7690
C -9.1986 5.9538 -0.3493
Cl -9.2282 4.8028 0.9938
Cl -10.2035 5.3765 -1.6857
Cl -9.7358 7.5514 0.1885
H -8.1731 6.0396 -0.7041
C 8.4102 10.0559 -1.0288
Cl 9.4822 10.8163 0.1559
Cl 6.7599 9.9545 -0.4004
Cl 8.4404 10.9491 -2.5561
H 8.7685 9.0456 -1.2155
C 1.7674 -4.3301 -3.0606
Cl 1.7375 -5.4534 -1.6929
Cl 0.7560 -4.9324 -4.3803
Cl 1.2359 -2.7194 -2.5550
H 2.7914 -4.2551 -3.4199
C -1.7104 -7.8317 -9.6245
Cl -1.7622 -6.9830 -11.1769
Cl -0.0380 -8.1828 -9.1638
Cl -2.5141 -6.8819 -8.3688
H -2.2409 -8.7754 -9.7326
C -6.8224 -9.4265 4.5132
Cl -5.7726 -8.6724 5.7195
Cl -8.4905 -9.5137 5.1005
Cl -6.7484 -8.5365 2.9850
H -6.4685 -10.4400 4.3370
C -3.6675 2.9909 -2.8761
Cl -5.2821 3.2715 -2.2107
Cl -2.4456 3.0936 -1.6000
Cl -3.5931 1.4199 -3.6853
H -3.4594 3.7655 -3.6116
C 9.1714 14.5179 -0.6196
Cl 10.2444 15.2810 0.5625
Cl 7.5216 14.4193 0.0101
Cl 9.2014 15.4048 -2.1504
H 9.5282 13.5065 -0.8030
C 5.0578 6.7482 -3.1945
Cl 3.8295 7.4544 -4.2537
Cl 6.1566 8.0003 -2.5959
Cl 4.2982 5.8923 -1.8459
H 5.6371 6.0312 -3.7725
C 1.0487 -4.8090 -9.7015
Cl 0.7990 -3.2855 -10.5656
Cl 2.6499 -5.4716 -10.0589
Cl 0.8464 -4.5770 -7.9596
H 0.3001 -5.5216 -10.0411
C -9.3299 -9.8140 0.4679
Cl -10.9429 -9.3485 1.0254
Cl -9.3013 -11.5200 -0.0009
Cl -8.8170 -8.7891 -0.8800
H -8.6308 -9.6733 1.2887
C 2.1967 -7.6132 1.8810
Cl 2.1696 -8.7448 3.2407
Cl 1.1873 -8.2101 0.5547
Cl 1.6624 -6.0095 2.4034
H 3.2203 -7.5350 1.5210
C -5.5966 8.0624 -3.8812
Cl -5.5189 6.3856 -3.3199
Cl -4.0102 8.8341 -3.7557
Cl -6.1937 8.1342 -5.5451
H -6.2923 8.6044 -3.2439
C 9.0653 1.1028 -5.2347
Cl 7.8420 1.8101 -6.2988
Cl 10.1684 2.3516 -4.6384
Cl 8.2985 0.2554 -3.8844
H 9.6428 0.3817 -5.8088
C -7.8108 -9.3276 9.5782
Cl -7.7128 -10.9953 10.1614
Cl -6.2383 -8.5277 9.7150
Cl -8.3850 -9.2865 7.9046
H -8.5235 -8.7894 10.1992
```

Calculated values
highest occupied orbital energy	-8.89	eV
charge	0
frontier orbital gap	6.949	eV
E_tot	-35707.7188	hartree
relative energy (zero: lowest compared OMol25 entry of this formula, charge and spin)	3.034	eV

Results of the Mulliken charge analysis, in e, for atoms 1 through 6: atom 1 (C): -0.855, atom 2 (N): -0.042, atom 3 (C): -0.666, atom 4 (B): 1.020, atom 5 (O): -0.658, atom 6 (C): 0.040

***

Record 2
Here is a structure of composition C15H27N3O3Sn at a distorted geometry from the OMol25 dataset. Energies are from ωB97M-V/def2-TZVPD.

```
49
C15H27N3O3Sn, DFT ωB97M-V/def2-TZVPD
C -1.2069 -2.3919 -8.2999
C -1.5832 -1.4411 -9.1996
H -1.0534 -3.4059 -8.6731
H -1.1339 -2.2258 -7.2287
C -1.6081 -0.0332 -8.8667
C -1.1019 0.4396 -7.6987
H -0.6354 -0.2094 -6.9728
H -1.1559 1.5099 -7.5054
C -2.0250 -1.8799 -10.5818
H -1.8682 -2.9584 -10.6834
H -1.4602 -1.3813 -11.3790
H -3.0907 -1.6718 -10.7540
C -2.1944 0.9583 -9.8457
H -3.2330 0.7056 -10.1019
H -1.6142 1.0096 -10.7787
H -2.1856 1.9503 -9.3799
Sn -0.7541 -0.3389 -0.9915
O 0.1673 -0.8681 -2.8890
C 0.8611 -0.1870 -3.7101
O 1.0650 0.8367 -0.9527
C 1.8097 1.2020 -1.9084
O 2.7825 2.0509 -1.7301
N 1.6952 0.8202 -3.2220
C 3.3950 2.3380 -3.0389
C 2.7061 1.4793 -4.0442
H 4.4583 2.1092 -2.9764
H 3.2597 3.3977 -3.2526
H 3.3911 0.7473 -4.4797
H 2.2275 2.0496 -4.8403
C 0.8539 -0.4723 -5.0974
C 0.3881 -1.6723 -5.5270
H 1.2476 0.2836 -5.7753
H -0.3702 -2.1793 -4.9391
H 0.7759 -2.1303 -6.4338
N -2.2901 0.7109 1.2242
C -1.8285 0.7083 2.6202
C -1.5581 -0.6838 3.1821
C -0.7707 -1.6884 2.3321
N 0.1311 -1.0968 1.3141
H -3.1642 0.1926 1.1529
H -2.4761 1.6653 0.9145
H -0.9277 1.3298 2.6774
H -2.5976 1.1835 3.2537
H -1.0306 -0.5490 4.1348
H -2.5218 -1.1457 3.4307
H -0.1819 -2.3227 3.0142
H -1.4687 -2.3417 1.8002
H 0.8302 -1.7748 1.0098
H 0.6304 -0.2792 1.6694
```

Calculated values
highest occupied orbital energy	-12.57	eV
charge	+2
frontier orbital gap	5.043	eV
E_tot	-1191.4461	hartree
relative energy (zero: lowest compared OMol25 entry of this formula, charge and spin)	0.092	eV

Results of the Mulliken charge analysis, in e, for atoms 1 through 6: atom 1 (C): -1.508, atom 2 (C): 1.259, atom 3 (H): 0.218, atom 4 (H): 0.377, atom 5 (C): 1.117, atom 6 (C): -0.101

***

Record 3
Here is a cluster of 5 separate species, C26H57FNO10PSSi in total from the OMol25 dataset. Energies are from ωB97M-V/def2-TZVPD.

```
98
C26H57FNO10PSSi, DFT ωB97M-V/def2-TZVPD
C 2.2225 -1.7351 4.5617
C 0.9612 -2.5258 4.2921
F 1.3281 -3.6935 3.5668
C -0.0953 -1.7562 3.5070
Si -1.4305 -2.8935 2.8055
N -1.7342 -4.2306 3.8820
C -3.0087 -1.9342 2.4974
C -4.3224 -2.6737 2.6204
C -4.4869 -3.9775 2.1505
C -5.7168 -4.6161 2.2418
C -6.8082 -3.9721 2.8129
C -6.6587 -2.6685 3.2759
C -5.4291 -2.0300 3.1756
P -0.6955 -3.6644 0.7892
O 0.8734 -3.2805 0.7336
O -0.6806 -5.2841 0.8063
S -1.7262 -2.9858 -0.6896
H 1.9808 -0.8217 5.1068
H 2.6961 -1.4753 3.6122
H 2.9253 -2.3325 5.1482
H 0.5391 -2.9018 5.2306
H 0.3929 -1.1892 2.7124
H -0.5584 -1.0404 4.1963
H -1.0586 -4.9818 3.8349
H -1.8129 -3.9451 4.8518
H -3.0030 -1.0893 3.1968
H -2.9587 -1.4974 1.4921
H -3.6535 -4.5089 1.6998
H -5.8103 -5.6311 1.8694
H -7.7675 -4.4709 2.9107
H -7.5050 -2.1551 3.7161
H -5.3245 -1.0094 3.5348
H 1.3312 -3.8261 0.0784
H -0.1803 -5.6399 1.5534
C -11.0695 -5.7006 7.0455
O -9.9229 -5.1618 7.6751
C -8.7255 -5.3504 6.9411
C -8.3233 -4.1144 6.1688
O -9.2678 -3.7895 5.1602
C -10.1509 -2.7463 5.5277
H -11.9399 -5.3138 7.5726
H -11.1282 -5.4074 5.9946
H -11.0749 -6.7942 7.1118
H -8.8269 -6.1981 6.2553
H -7.9344 -5.5891 7.6583
H -7.3651 -4.3005 5.6743
H -8.1916 -3.2698 6.8531
H -9.6433 -1.7752 5.4974
H -10.5632 -2.9013 6.5272
H -10.9638 -2.7382 4.8035
C 2.0739 3.6270 0.0990
O 0.8534 3.0071 -0.2714
C 0.9650 1.6048 -0.4467
C 0.4565 0.8381 0.7519
O 1.2393 1.0688 1.9145
C 0.6732 2.0116 2.8026
H 1.8419 4.6332 0.4452
H 2.5730 3.0820 0.9041
H 2.7511 3.6993 -0.7582
H 2.0038 1.3273 -0.6546
H 0.3607 1.3290 -1.3161
H 0.5049 -0.2331 0.5292
H -0.5917 1.0947 0.9404
H -0.1868 1.5835 3.3327
H 0.3525 2.9155 2.2801
H 1.4393 2.2737 3.5310
C 2.8279 2.7660 -3.5419
O 3.9979 3.3995 -3.0576
C 5.1467 3.1734 -3.8562
C 5.4426 4.3379 -4.7742
O 4.4265 4.5284 -5.7441
C 3.5162 5.5637 -5.4238
H 1.9813 3.1896 -3.0022
H 2.6852 2.9311 -4.6121
H 2.8638 1.6878 -3.3482
H 5.0279 2.2576 -4.4448
H 5.9958 3.0338 -3.1807
H 6.3740 4.1344 -5.3116
H 5.5882 5.2496 -4.1856
H 3.9793 6.5472 -5.5594
H 3.1544 5.4782 -4.3965
H 2.6730 5.4760 -6.1067
C 7.4139 3.5350 -8.1391
O 8.5626 4.1893 -7.6309
C 9.7370 3.9577 -8.3879
C 10.0504 5.1066 -9.3211
O 9.0602 5.2711 -10.3199
C 8.1308 6.3008 -10.0400
H 6.5471 3.9620 -7.6361
H 7.3055 3.6803 -9.2162
H 7.4533 2.4607 -7.9262
H 9.6454 3.0292 -8.9610
H 10.5664 3.8402 -7.6838
H 10.9985 4.9009 -9.8272
H 10.1685 6.0300 -8.7442
H 8.5869 7.2873 -10.1784
H 7.7414 6.2270 -9.0219
H 7.3078 6.1936 -10.7443
```

Calculated values
highest occupied orbital energy	-8.68	eV
charge	0
frontier orbital gap	8.997	eV
E_tot	-2960.8831	hartree
SMILES string	C[C@H](F)C[Si@@](N)(Cc1ccccc1)P(O)(O)=S.COCCOC.COCCOC.COCCOC.COCCOC

Results of the Mulliken charge analysis, in e, for atoms 1 through 6: atom 1 (C): -1.464, atom 2 (C): 0.275, atom 3 (F): -0.325, atom 4 (C): -0.044, atom 5 (Si): -0.149, atom 6 (N): -0.498

***

Record 4
Here is a structure of composition C3H6N2O at a distorted geometry from the OMol25 dataset. Energies are from ωB97M-V/def2-TZVPD.

```
12
C3H6N2O, DFT ωB97M-V/def2-TZVPD
N 0.4292 0.8999 -1.3518
C -0.4101 -0.1572 -1.2121
C 0.1871 -0.8157 0.9120
O 1.2797 -0.0068 1.0900
C -1.0336 -0.4064 1.5855
N -2.0449 -0.0724 2.0488
H 1.2482 0.7883 -1.9358
H 0.0812 1.8509 -1.2907
H -1.3967 0.1509 -0.8586
H -0.0123 -1.0419 -0.4751
H 0.4267 -1.8636 1.1081
H 1.2457 0.6740 0.3796
```

Calculated values
highest occupied orbital energy	-8.33	eV
charge	0
frontier orbital gap	8.786	eV
E_tot	-302.5204	hartree
relative energy (zero: lowest compared OMol25 entry of this formula, charge and spin)	4.699	eV

Results of the Mulliken charge analysis, in e, for atoms 1 through 6: atom 1 (N): -0.419, atom 2 (C): -0.540, atom 3 (C): -0.196, atom 4 (O): -0.502, atom 5 (C): 0.354, atom 6 (N): -0.423